21
Properties=species:S:1:pos:R:3:lowdin_charge:R:1 method="wB97M-V/def2-TZVPD" homo_energy_ev=-9.27 homo_lumo_gap_ev=8.82 largest_force_ha_per_bohr=0.0801 relative_energy_kj_mol=539.5 smiles="Cc1cc(=O)c1=O.CC1=CC1"
C -2.157 1.279 -0.268 -0.02
C -0.830 1.863 -0.014 -0.20
C 0.267 1.621 0.889 0.15
C 0.925 2.935 0.388 -0.28
O 1.758 3.758 0.730 0.10
C -0.118 2.894 -0.761 -0.32
O -0.317 3.368 -1.849 0.13
H -2.897 1.992 -0.556 0.07
H -2.359 0.558 0.563 0.10
H -2.119 0.753 -1.358 0.15
H 0.408 0.910 1.696 0.11
C 1.029 -1.089 -1.030 -0.04
C 0.746 -2.117 0.055 -0.25
C -0.103 -2.392 1.041 -0.01
C 0.983 -3.438 0.767 -0.13
H 0.519 -0.200 -0.699 0.01
H 0.590 -1.464 -2.021 0.11
H 2.157 -0.958 -1.095 0.10
H -0.956 -2.354 1.639 0.07
H 1.858 -3.499 1.474 0.08
H 0.615 -4.419 0.410 0.08

***

146
Properties=species:S:1:pos:R:3:lowdin_charge:R:1 method="wB97M-V/def2-TZVPD" homo_energy_ev=-8.46 homo_lumo_gap_ev=8.88 largest_force_ha_per_bohr=0.0585 relative_energy_kj_mol=145.9 smiles=COC[C@H](C)N.COC[C@H](C)N.COC[C@H](C)N.COC[C@H](C)N.COC[C@H](C)N.COC[C@H](C)N.COC[C@H](C)N.CCO.CCO.CCO
C -9.064 -0.115 -1.272 -0.10
O -7.790 0.494 -1.400 -0.20
C -7.131 0.604 -0.159 -0.22
C -5.754 1.238 -0.434 -0.42
C -4.914 1.338 0.831 -0.05
N -5.949 2.547 -1.118 0.04
H -9.583 -0.255 -2.213 0.09
H -9.660 0.536 -0.619 0.09
H -8.967 -1.061 -0.730 0.09
H -7.709 1.277 0.483 0.13
H -6.951 -0.373 0.302 0.13
H -5.266 0.559 -1.141 0.14
H -4.817 0.320 1.214 0.08
H -5.419 1.973 1.562 0.08
H -3.891 1.687 0.701 0.05
H -6.667 2.320 -1.806 0.07
H -6.443 3.160 -0.470 0.08
C -1.483 0.511 -3.980 -0.13
O -0.511 -0.305 -4.585 -0.18
C 0.229 -1.046 -3.620 -0.20
C 1.021 -2.181 -4.284 -0.40
C 0.128 -2.967 -5.185 -0.06
N 1.479 -3.054 -3.175 0.07
H -2.277 -0.084 -3.519 0.10
H -1.917 1.233 -4.672 0.09
H -0.968 1.112 -3.219 0.05
H 0.901 -0.345 -3.104 0.11
H -0.419 -1.463 -2.839 0.11
H 1.854 -1.734 -4.827 0.14
H 0.685 -3.732 -5.730 0.08
H -0.268 -2.323 -5.972 0.08
H -0.710 -3.414 -4.650 0.06
H 0.644 -3.322 -2.665 0.04
H 2.138 -2.653 -2.521 0.03
C -0.342 5.408 -0.521 -0.09
O -1.659 5.140 -0.065 -0.16
C -2.116 3.858 -0.412 -0.20
C -2.195 3.571 -1.893 -0.40
C -3.013 4.711 -2.570 -0.04
N -2.895 2.309 -2.133 0.06
H -0.347 5.568 -1.603 0.10
H 0.293 4.560 -0.244 0.06
H 0.023 6.331 -0.076 0.10
H -1.415 3.120 0.012 0.11
H -3.111 3.742 0.015 0.12
H -1.251 3.554 -2.444 0.10
H -3.966 4.790 -2.029 0.07
H -3.366 4.502 -3.583 0.07
H -2.626 5.732 -2.543 0.07
H -2.989 2.158 -3.126 0.07
H -3.807 2.332 -1.680 0.04
C 3.687 -0.121 -0.966 -0.09
O 2.777 -1.189 -1.106 -0.22
C 2.785 -2.151 -0.065 -0.21
C 4.102 -2.923 0.115 -0.41
C 4.479 -3.707 -1.132 -0.04
N 3.972 -3.894 1.219 0.05
H 3.422 0.619 -1.718 0.08
H 4.730 -0.381 -1.190 0.09
H 3.717 0.250 0.063 0.09
H 2.457 -1.701 0.883 0.11
H 1.962 -2.831 -0.305 0.10
H 4.908 -2.240 0.396 0.13
H 3.982 -4.675 -1.146 0.06
H 5.554 -3.858 -1.207 0.08
H 4.112 -3.159 -2.003 0.07
H 3.163 -4.515 1.089 0.04
H 3.756 -3.411 2.091 0.07
C 0.648 -4.955 0.855 -0.10
O 1.741 -5.795 1.134 -0.21
C 1.620 -7.087 0.607 -0.21
C 2.904 -7.881 0.784 -0.44
C 4.144 -7.316 0.060 -0.06
N 2.781 -9.294 0.452 0.03
H -0.232 -5.354 1.382 0.10
H 0.411 -4.882 -0.207 0.07
H 0.795 -3.965 1.282 0.08
H 0.776 -7.681 0.979 0.13
H 1.434 -7.024 -0.475 0.13
H 3.175 -7.823 1.851 0.13
H 4.466 -6.423 0.596 0.06
H 3.970 -7.144 -1.002 0.08
H 4.974 -8.022 0.126 0.07
H 1.882 -9.673 0.725 0.06
H 3.514 -9.842 0.872 0.07
C -0.226 -0.582 4.851 -0.11
O -0.066 0.803 5.060 -0.20
C 0.928 1.141 5.995 -0.23
C 0.770 2.598 6.456 -0.44
C 1.823 2.966 7.466 -0.07
N -0.538 2.769 7.120 0.04
H -0.437 -1.141 5.765 0.09
H 0.545 -1.064 4.241 0.09
H -1.126 -0.627 4.234 0.09
H 0.860 0.517 6.900 0.13
H 1.911 0.919 5.556 0.12
H 0.812 3.232 5.567 0.13
H 1.914 4.038 7.633 0.08
H 2.815 2.676 7.100 0.08
H 1.639 2.489 8.430 0.08
H -1.264 2.498 6.459 0.07
H -0.558 2.060 7.850 0.07
C 0.992 2.974 -2.906 -0.12
O 1.625 4.132 -2.425 -0.17
C 2.319 3.866 -1.228 -0.22
C 2.806 5.169 -0.630 -0.45
C 3.644 5.981 -1.598 -0.05
N 3.568 4.905 0.595 0.06
H 0.485 3.211 -3.839 0.10
H 0.343 2.505 -2.162 0.05
H 1.709 2.187 -3.183 0.09
H 1.640 3.388 -0.508 0.10
H 3.177 3.198 -1.373 0.13
H 1.941 5.795 -0.358 0.10
H 4.432 5.334 -1.995 0.09
H 4.068 6.868 -1.123 0.08
H 3.101 6.352 -2.467 0.08
H 2.888 4.616 1.297 0.02
H 3.883 5.814 0.923 0.08
C -1.884 -4.570 -2.267 -0.07
C -2.132 -3.430 -1.301 -0.28
O -0.869 -2.848 -0.972 -0.12
H -2.695 -5.301 -2.204 0.08
H -1.012 -5.167 -1.988 0.07
H -1.743 -4.276 -3.304 0.05
H -2.620 -3.706 -0.363 0.11
H -2.791 -2.688 -1.764 0.11
H -0.949 -1.943 -0.654 0.04
C 0.106 -0.169 0.954 -0.06
C -0.328 0.454 -0.376 -0.31
O -1.717 0.217 -0.522 -0.10
H -0.046 -1.238 1.086 0.07
H -0.405 0.360 1.760 0.07
H 1.163 0.108 1.045 0.06
H 0.240 0.118 -1.249 0.08
H -0.142 1.532 -0.288 0.08
H -2.150 1.012 -0.896 0.03
C 2.513 2.528 2.795 -0.07
C 1.159 3.166 2.563 -0.30
O 1.273 4.598 2.615 -0.09
H 3.082 2.571 1.866 0.06
H 2.491 1.491 3.133 0.07
H 3.068 3.047 3.579 0.09
H 0.460 2.830 3.334 0.10
H 0.751 2.910 1.579 0.08
H 0.419 4.992 2.809 0.09

***

12
Properties=species:S:1:pos:R:3:lowdin_charge:R:1 method="wB97M-V/def2-TZVPD" homo_energy_ev=-9.49 homo_lumo_gap_ev=9.98 largest_force_ha_per_bohr=0.0212 relative_energy_kj_mol=364.7
C -0.356 -1.384 0.066 -0.10
C 0.616 0.406 0.034 -0.59
O 0.710 1.756 -0.030 0.12
O 1.850 -0.130 0.020 0.11
N -0.348 -0.191 1.009 0.14
N -0.448 -0.325 -1.012 0.15
C -1.334 0.246 -0.037 -0.53
O -2.346 0.848 -0.025 0.18
H -0.147 2.198 0.040 0.13
H 2.472 0.543 -0.290 0.14
H 0.568 -1.952 0.057 0.12
H -1.237 -2.015 0.167 0.13

***

15
Properties=species:S:1:pos:R:3:lowdin_charge:R:1 method="wB97M-V/def2-TZVPD" total_charge=+1 homo_energy_ev=-14.95 homo_lumo_gap_ev=11.61 largest_force_ha_per_bohr=0.0785 relative_energy_kj_mol=115.1 smiles="C[NH2+]CC(N)=O"
C -1.839 -0.618 0.077 -0.02
N -0.726 -0.203 0.975 0.03
C 0.127 0.761 0.131 -0.02
C 1.249 -0.124 -0.478 -0.51
N 2.428 0.504 -0.720 0.19
O 0.988 -1.284 -0.677 0.10
H -1.538 -1.328 -0.680 0.11
H -2.453 -1.318 0.681 0.11
H -2.594 0.153 -0.065 0.12
H -0.063 -0.968 1.138 0.17
H -1.120 0.128 1.853 0.19
H -0.471 1.241 -0.637 0.14
H 0.590 1.516 0.769 0.14
H 3.069 0.066 -1.367 0.13
H 2.354 1.475 -1.000 0.12